Record 1
{"formula": "C4H13N2O2", "method": "ωB97M-V/def2-TZVPD", "species": ["N", "C", "C", "N", "C", "C", "O", "H", "H", "H", "H", "H", "H", "H", "H", "H", "H", "H", "H", "H", "O"], "positions_angstrom": [[1.736, 0.751, -1.337], [0.679, 0.358, -0.426], [-0.566, -0.004, -1.332], [-1.752, -0.007, -0.681], [-1.997, -0.377, 0.749], [-1.890, -1.851, 1.098], [-0.301, -0.289, -2.476], [1.896, 0.008, -2.030], [2.666, 0.875, -0.917], [1.549, 1.616, -1.849], [0.928, -0.603, 0.005], [0.428, 1.101, 0.336], [-2.588, -0.186, -1.219], [-1.320, 0.201, 1.400], [-3.029, -0.010, 0.802], [-2.430, -2.460, 0.357], [-2.332, -1.839, 2.100], [-0.915, -2.344, 1.098], [3.067, 2.435, 1.324], [3.122, 1.114, 1.939], [3.050, 1.512, 1.059]], "charge": 1, "largest_force_ev_per_a": 2.2, "e_above_lowest_kj_mol": 155.9, "spin_multiplicity": 1, "lumo_energy_ev": -3.25, "gap_ev": 10.491}

=====

Record 2
{"formula": "C2H11N2O", "method": "ωB97M-V/def2-TZVPD", "species": ["C", "N", "C", "N", "H", "H", "H", "H", "H", "H", "H", "H", "H", "H", "H", "O"], "positions_angstrom": [[-1.174, 0.739, -0.792], [-0.144, 0.004, -1.642], [-0.352, 1.555, 0.212], [0.966, 0.780, 0.634], [-1.854, -0.039, -0.293], [-1.862, 1.343, -1.474], [-0.445, -0.923, -1.805], [0.008, 0.233, -2.653], [-1.032, 1.929, 1.070], [-0.008, 2.488, -0.295], [1.503, 1.551, 1.174], [0.718, -0.056, 1.242], [1.382, 0.477, -0.282], [1.345, -2.703, 1.636], [0.267, -2.924, 0.608], [0.422, -2.578, 1.451]], "charge": 1, "largest_force_ev_per_a": 2.8, "e_above_lowest_kj_mol": 120.9, "spin_multiplicity": 1, "lumo_energy_ev": -3.36, "gap_ev": 11.178}

=====

Record 3
{"formula": "C20H40P2SiZn", "method": "ωB97M-V/def2-TZVPD", "species": ["P", "P", "C", "C", "H", "H", "H", "H", "C", "H", "H", "H", "C", "H", "H", "H", "C", "H", "H", "H", "C", "H", "H", "H", "Zn", "C", "C", "C", "C", "C", "C", "C", "C", "C", "H", "H", "H", "H", "H", "H", "H", "H", "H", "H", "H", "H", "H", "H", "H", "C", "Si", "C", "C", "C", "C", "H", "H", "H", "H", "H", "H", "H", "H", "H"], "positions_angstrom": [[-1.241, 1.508, -1.653], [1.622, -0.027, -1.254], [0.503, 2.305, -1.821], [1.366, 1.343, -2.573], [1.019, 2.617, -0.682], [0.418, 3.257, -2.373], [0.867, 0.931, -3.467], [2.313, 1.849, -2.818], [3.446, 0.213, -1.537], [3.993, -0.327, -0.764], [3.764, 1.260, -1.546], [3.649, -0.223, -2.523], [1.638, -1.708, -1.997], [2.684, -2.079, -1.980], [1.296, -1.677, -3.033], [1.024, -2.362, -1.356], [-1.748, 3.334, -1.438], [-2.822, 3.485, -1.299], [-1.475, 3.879, -2.358], [-1.208, 3.775, -0.584], [-2.064, 1.455, -3.352], [-1.752, 0.630, -4.007], [-1.970, 2.399, -3.889], [-3.120, 1.302, -3.116], [-1.210, -0.947, -1.981], [2.255, 1.335, 0.866], [2.220, 2.634, 0.249], [2.460, 3.639, 1.337], [1.270, 3.842, 2.364], [-0.096, 3.687, 1.774], [-0.734, 2.526, 1.630], [-0.215, 1.119, 1.634], [1.301, 0.831, 1.826], [-3.149, -1.393, -2.051], [3.211, 0.785, 0.932], [2.922, 2.771, -0.596], [2.773, 4.612, 0.927], [3.294, 3.279, 1.968], [1.516, 3.213, 3.276], [1.295, 4.893, 2.738], [-0.612, 4.643, 1.510], [-1.750, 2.590, 1.239], [-0.596, 0.582, 0.745], [-0.759, 0.634, 2.463], [1.546, 1.140, 2.846], [1.364, -0.270, 1.865], [-3.304, -2.431, -1.747], [-3.661, -1.226, -3.008], [-3.656, -0.773, -1.302], [-0.044, -3.990, 3.103], [-1.241, -4.365, 1.723], [-0.984, -6.190, 1.397], [-3.003, -4.298, 2.345], [-1.089, -3.205, 0.316], [-1.153, -2.420, -0.637], [-0.621, -4.111, 4.026], [0.397, -2.987, 3.072], [0.760, -4.735, 3.075], [-1.799, -6.706, 1.919], [-1.013, -6.458, 0.336], [-0.026, -6.511, 1.822], [-3.037, -3.864, 3.349], [-3.636, -3.691, 1.689], [-3.398, -5.318, 2.383]], "largest_force_ev_per_a": 4.0, "e_above_lowest_kj_mol": 286.1, "spin_multiplicity": 1, "lumo_energy_ev": [-0.86, -0.92], "gap_ev": [6.512, 6.003]}

=====

Record 4
{"formula": "C18H35BN2O4Si", "method": "ωB97M-V/def2-TZVPD", "species": ["C", "Si", "C", "C", "B", "O", "C", "C", "C", "C", "C", "O", "N", "C", "C", "C", "C", "C", "C", "O", "H", "H", "H", "H", "H", "H", "H", "H", "H", "H", "H", "H", "H", "H", "H", "H", "H", "H", "H", "H", "H", "H", "H", "C", "C", "C", "O", "C", "N", "H", "H", "H", "H", "H", "H", "H", "H", "H", "H", "H", "H"], "positions_angstrom": [[-2.553, 1.290, 3.153], [-4.116, 0.836, 2.144], [-5.072, 2.401, 1.612], [-5.273, -0.195, 3.274], [-3.797, -0.273, 0.517], [-2.588, 0.015, -0.324], [-2.562, -1.169, -1.086], [-2.628, -2.223, 0.056], [-2.673, -3.669, -0.497], [-1.508, -4.474, 0.143], [-0.218, -4.347, -0.643], [-0.136, -4.793, -1.770], [0.943, -3.714, -0.030], [0.911, -2.318, -0.408], [0.867, -1.925, -1.721], [0.801, -0.601, -2.078], [0.763, 0.361, -1.099], [0.839, -0.047, 0.207], [0.917, -1.353, 0.585], [-3.791, -1.773, 0.706], [-1.826, 0.475, 3.176], [-2.087, 2.220, 2.808], [-2.872, 1.507, 4.185], [-6.015, 2.052, 1.181], [-5.303, 2.984, 2.513], [-4.534, 2.977, 0.857], [-5.617, 0.412, 4.117], [-4.721, -1.087, 3.578], [-6.100, -0.506, 2.629], [-4.731, 0.043, -0.249], [-3.533, -1.214, -1.617], [-1.758, -1.246, -1.824], [-1.773, -2.088, 0.741], [-2.586, -3.658, -1.587], [-3.630, -4.126, -0.238], [-1.418, -4.167, 1.188], [-1.806, -5.527, 0.116], [0.785, -3.707, 0.975], [0.859, -2.664, -2.513], [0.735, -0.320, -3.123], [0.670, 1.409, -1.359], [0.810, 0.718, 0.980], [0.970, -1.613, 1.636], [6.156, 1.595, -0.977], [5.580, 2.644, -1.916], [4.783, 3.743, -1.212], [3.536, 3.214, -0.840], [3.401, 2.772, 0.515], [4.611, 1.963, -2.847], [5.380, 0.970, -0.535], [6.842, 0.935, -1.512], [6.715, 2.070, -0.173], [6.378, 3.073, -2.523], [4.579, 4.550, -1.924], [5.335, 4.183, -0.380], [4.043, 3.319, 1.206], [3.609, 1.703, 0.565], [2.364, 2.929, 0.803], [4.953, 1.072, -3.208], [4.355, 2.560, -3.635], [3.737, 1.801, -2.316]], "largest_force_ev_per_a": 2.0, "spin_multiplicity": 1, "lumo_energy_ev": -1.71, "gap_ev": 3.219}

=====

Number 1: molecular weight 121.2 g/mol. Number 2: molecular weight 79.1 g/mol. Number 3: molecular weight 436.0 g/mol. Number 4: molecular weight 382.4 g/mol.